[1]
Density functional theory data (ωB97M-V/def2-TZVPD) for 7 unconnected molecules or ions with the total composition C28H73B2NO18Si.

```
123
Properties=species:S:1:pos:R:3:mulliken_charge:R:1
N 0.7715 2.3649 -1.6820 -0.240
Si 0.2454 3.2030 -3.1384 -0.498
C -1.3135 4.2148 -2.7822 -0.551
C -1.8420 4.9371 -4.0442 -0.416
C -3.3378 4.7665 -4.3112 -0.847
C -3.8008 3.3368 -4.2342 0.557
O -3.0916 2.3738 -4.2829 -0.501
O -5.1534 3.2417 -4.1586 -0.497
B -0.0965 1.8223 -4.6146 0.820
O -0.0343 2.1301 -5.9444 -0.638
O -0.4120 0.5071 -4.3151 -0.585
B 1.7065 4.4171 -3.8637 0.833
O 1.5727 5.0663 -5.1046 -0.647
O 2.9143 4.5117 -3.2347 -0.492
H 0.6554 1.3627 -1.7770 0.180
H 0.2220 2.6382 -0.8715 0.006
H -1.0403 4.9690 -2.0359 0.425
H -2.0633 3.5643 -2.3285 0.485
H -1.6615 6.0094 -3.9237 0.361
H -1.3039 4.6426 -4.9521 0.071
H -3.5677 5.0822 -5.3369 0.336
H -3.9571 5.3920 -3.6661 0.331
H -5.3695 2.4039 -3.7268 0.355
H 0.1213 3.0672 -6.1023 0.338
H 0.2537 0.0381 -3.8083 0.248
H 0.9499 5.7978 -5.0975 0.295
H 3.6092 4.7631 -3.8590 0.295
C -1.9387 2.2504 4.3571 -0.577
O -0.6951 2.9195 4.3106 -0.440
C 0.2901 2.2434 3.5449 -0.513
C 0.4412 2.8282 2.1587 -0.262
O -0.7331 2.6467 1.3777 -0.460
C -1.5490 3.8020 1.3009 -0.771
H -2.6650 2.9469 4.7750 0.227
H -2.2695 1.9401 3.3620 0.223
H -1.8869 1.3682 5.0052 0.333
H 0.0534 1.1761 3.4729 0.341
H 1.2441 2.3428 4.0698 0.339
H 1.2594 2.3111 1.6487 0.266
H 0.6985 3.8905 2.2231 0.315
H -1.1054 4.5525 0.6363 0.321
H -1.7098 4.2487 2.2849 0.479
H -2.5109 3.4977 0.8898 0.149
C 4.5955 0.9860 1.0096 -0.736
O 3.6459 0.6342 2.0005 -0.321
C 3.1545 -0.6894 1.8761 -0.337
C 3.8117 -1.6394 2.8518 -0.332
O 5.1957 -1.7983 2.5841 -0.166
C 6.0374 -1.0445 3.4352 -0.822
H 5.0654 1.9153 1.3274 0.268
H 5.3635 0.2160 0.8986 0.267
H 4.1072 1.1525 0.0434 0.297
H 3.2919 -1.0544 0.8523 0.297
H 2.0795 -0.6662 2.0820 0.335
H 3.3400 -2.6205 2.7432 0.030
H 3.6559 -1.2951 3.8797 0.399
H 6.0867 -1.4922 4.4340 0.282
H 5.6973 -0.0098 3.5242 0.334
H 7.0346 -1.0549 2.9971 0.240
C 6.3632 -3.4541 0.2686 -0.745
O 6.4505 -4.3279 -0.8454 -0.389
C 7.1791 -3.7917 -1.9332 -0.495
C 8.5971 -4.3203 -1.9879 -0.498
O 9.3649 -3.9092 -0.8702 -0.374
C 9.4848 -4.8991 0.1333 -0.704
H 5.9895 -4.0282 1.1134 0.286
H 7.3386 -3.0340 0.5265 0.340
H 5.6643 -2.6359 0.0714 0.296
H 7.1942 -2.6972 -1.8829 0.304
H 6.6621 -4.0800 -2.8538 0.395
H 9.0862 -3.9289 -2.8850 0.373
H 8.5810 -5.4133 -2.0601 0.312
H 10.1709 -5.6935 -0.1809 0.329
H 8.5170 -5.3412 0.3816 0.295
H 9.8927 -4.4140 1.0188 0.245
C 2.1559 -5.3629 2.3150 -0.812
O 1.2760 -4.3442 1.8721 -0.268
C 0.6991 -4.6102 0.6034 -0.675
C -0.7140 -5.1371 0.7166 -0.090
O -0.7629 -6.4067 1.3472 -0.390
C -1.1372 -6.3508 2.7099 -0.689
H 2.3652 -5.1802 3.3682 0.237
H 1.7119 -6.3547 2.2045 0.468
H 3.0981 -5.3275 1.7565 0.215
H 1.3185 -5.3179 0.0425 0.372
H 0.6764 -3.6678 0.0477 0.342
H -1.1286 -5.2513 -0.2896 0.120
H -1.3390 -4.4173 1.2566 0.323
H -2.2071 -6.1377 2.8142 0.313
H -0.5694 -5.5918 3.2540 0.273
H -0.9316 -7.3285 3.1430 0.253
C -6.1293 -4.0708 -3.6929 -0.682
O -5.6523 -5.4024 -3.6505 -0.373
C -4.2718 -5.5225 -3.9458 -0.680
C -3.4336 -5.6716 -2.6943 -0.410
O -3.4814 -4.5112 -1.8809 -0.281
C -4.3631 -4.6235 -0.7804 -0.784
H -7.1202 -4.0684 -3.2414 0.243
H -5.4793 -3.3910 -3.1367 0.284
H -6.2122 -3.7178 -4.7266 0.323
H -3.9260 -4.6580 -4.5225 0.340
H -4.1417 -6.4154 -4.5644 0.390
H -2.3907 -5.8288 -2.9860 0.377
H -3.7625 -6.5494 -2.1278 0.355
H -3.9345 -5.2730 -0.0080 0.284
H -5.3388 -5.0181 -1.0738 0.378
H -4.4943 -3.6251 -0.3654 0.240
C -5.3291 4.2565 2.5866 -0.504
O -4.9027 5.4823 2.0226 -0.232
C -5.9646 6.3670 1.7093 -0.576
C -6.1373 7.4401 2.7630 -0.499
O -6.5330 6.8997 4.0109 -0.383
C -5.4716 6.7678 4.9381 -0.646
H -4.4485 3.7672 3.0012 -0.116
H -6.0627 4.4060 3.3823 0.452
H -5.7633 3.6068 1.8182 0.293
H -6.9013 5.8128 1.5864 0.356
H -5.7269 6.8450 0.7541 0.349
H -6.9207 8.1310 2.4375 0.383
H -5.2068 8.0081 2.8689 0.321
H -5.1757 7.7449 5.3350 0.323
H -4.5992 6.2875 4.4880 0.242
H -5.8347 6.1518 5.7591 0.245
```

spin multiplicity = 1
calculated total energy = -77793.760 eV
LUMO energy = 0.010 hartree
SMILES = N[Si](CCCC(=O)O)(B(O)O)B(O)O.COCCOC.COCCOC.COCCOC.COCCOC.COCCOC.COCCOC
Kohn-Sham gap = 8.9 eV
ΔE to the lowest compared entry with this formula, charge and spin = 0.0 kJ/mol

=====

[2]
Density functional theory data (ωB97M-V/def2-TZVPD) for 15 unconnected molecules or ions with the total composition C28H73N16O29 in a non-equilibrium geometry.

```
146
Properties=species:S:1:pos:R:3:mulliken_charge:R:1
C 0.7081 0.9069 2.4108 -1.269
C 1.2565 0.5168 1.0413 0.271
C 0.3324 0.9962 -0.0979 -0.304
C 0.2265 -0.0280 -1.2028 -0.072
O 1.5154 -0.2699 -1.7621 -0.303
C 1.7258 -1.5438 -2.3827 1.129
C 0.5013 -2.0715 -3.1310 -1.211
C 0.0021 -1.1487 -4.2682 -1.937
C 2.7286 -1.2187 -3.5390 -1.510
N 4.1459 -1.4437 -3.1521 0.280
C 4.4691 -1.0596 -1.7587 -0.916
C 3.5049 -1.7956 -0.8273 -0.176
N 2.4285 -2.4926 -1.5400 0.281
C 1.7394 -3.3105 -0.5152 0.800
C 2.5326 -4.6475 -0.3775 -1.652
C 0.2683 -3.6779 -0.6611 -0.063
C -0.2186 -4.3786 0.6301 -1.341
H 1.1401 0.2636 3.1644 0.334
H 0.9986 1.9194 2.6579 0.399
H -0.3654 0.8120 2.4229 0.243
H 2.2217 0.9840 0.8886 0.165
H 1.3387 -0.5635 0.9919 -0.310
H 0.6695 1.9540 -0.4734 0.521
H -0.6588 1.0767 0.3323 -0.246
H -0.4452 0.3704 -1.9581 0.443
H -0.2291 -0.9070 -0.7604 -0.079
H 0.7933 -3.0210 -3.5591 0.865
H -0.3372 -2.2830 -2.4914 0.003
H 0.3044 -1.5642 -5.2182 0.481
H 0.3627 -0.1349 -4.1762 0.489
H -1.0783 -1.1420 -4.2579 0.552
H 2.5861 -0.2034 -3.8633 0.309
H 2.5569 -1.8731 -4.3774 0.502
H 4.7250 -0.8795 -3.7791 -0.041
H 4.4365 -2.4077 -3.3058 0.488
H 5.4769 -1.3973 -1.5697 0.591
H 4.4563 0.0123 -1.6309 0.206
H 4.0879 -2.5125 -0.2675 0.786
H 3.1089 -1.1135 -0.0881 -0.325
H 1.8502 -2.8382 0.4589 0.123
H 2.0199 -5.4153 -0.9414 0.477
H 2.6449 -4.9144 0.6603 0.206
H 3.4898 -4.5149 -0.8587 0.472
H -0.4067 -2.8532 -0.8415 -0.235
H 0.1605 -4.3670 -1.4887 0.548
H -0.3504 -5.4337 0.4392 0.314
H 0.5172 -4.2671 1.4144 0.269
H -1.1271 -3.9268 0.9967 0.394
C 1.2689 -0.6731 6.6414 -0.758
N 0.2435 -1.1463 5.6703 0.846
O 0.6267 -1.7510 4.6832 -0.477
O -0.9125 -0.8947 5.9297 -0.513
H 2.2466 -0.9683 6.2804 0.310
H 1.1799 0.4070 6.7054 0.295
H 1.0468 -1.1341 7.5987 0.304
C 2.8130 -6.7138 3.1972 -0.719
N 4.1656 -6.8458 3.8053 0.923
O 4.8165 -5.8271 3.9548 -0.513
O 4.5269 -7.9635 4.1038 -0.539
H 2.6376 -5.6653 2.9881 0.259
H 2.8099 -7.3048 2.2861 0.271
H 2.0888 -7.0971 3.9093 0.333
C -3.4931 1.6363 0.9657 -0.756
N -2.8599 2.8878 1.4573 1.064
O -2.1347 2.8076 2.4323 -0.544
O -3.1018 3.9094 0.8506 -0.562
H -3.1843 0.8239 1.6140 0.338
H -4.5685 1.7732 0.9959 0.387
H -3.1576 1.4808 -0.0537 0.171
C 6.1004 -5.5910 7.1510 -0.569
N 5.6689 -5.1558 8.5059 0.924
O 4.6226 -5.5881 8.9437 -0.545
O 6.3986 -4.3702 9.0866 -0.550
H 5.3615 -6.2757 6.7531 0.256
H 6.1776 -4.6966 6.5434 0.250
H 7.0663 -6.0761 7.2524 0.286
C -8.4007 1.6834 0.7087 -0.803
N -7.5761 0.5103 0.3027 0.896
O -6.3697 0.6740 0.1917 -0.567
O -8.1509 -0.5365 0.1045 -0.523
H -7.7456 2.5349 0.8462 0.297
H -9.1235 1.8677 -0.0782 0.328
H -8.9025 1.4227 1.6349 0.330
C -5.1826 5.7594 3.4791 -0.541
N -6.4348 5.1562 2.9414 0.944
O -7.1703 5.8604 2.2829 -0.531
O -6.6408 3.9832 3.2046 -0.540
H -5.1340 6.7947 3.1672 0.318
H -5.2171 5.6793 4.5608 0.331
H -4.3500 5.1911 3.0755 0.030
C 7.4884 -1.4831 7.1962 -0.647
N 7.9147 -2.1664 5.9429 0.877
O 8.8235 -1.6804 5.3049 -0.523
O 7.3156 -3.1862 5.6492 -0.570
H 8.1054 -0.6036 7.3339 0.317
H 6.4420 -1.2182 7.0810 0.216
H 7.6158 -2.1912 8.0111 0.271
C -5.2901 0.8280 -3.5862 -0.834
N -4.6984 2.1001 -3.0956 0.986
O -3.9782 2.0454 -2.1179 -0.469
O -4.9688 3.1104 -3.7143 -0.579
H -4.9581 0.0200 -2.9465 0.319
H -6.3709 0.9311 -3.5561 0.324
H -4.9396 0.6898 -4.6044 0.188
C 6.0344 2.8056 -3.0258 -0.739
N 6.3800 2.0565 -4.2658 0.817
O 7.2561 2.4897 -4.9677 -0.477
O 5.7434 1.0320 -4.5067 -0.501
H 6.6775 3.6745 -2.9625 0.322
H 4.9894 3.0931 -3.0993 0.301
H 6.1954 2.1370 -2.1852 0.262
C -1.1073 1.3266 -6.8610 -0.874
N -1.9567 0.2977 -6.2017 0.844
O -2.4823 0.5798 -5.1390 -0.358
O -2.0825 -0.7594 -6.7805 -0.510
H -1.0752 2.2104 -6.2351 0.309
H -0.1189 0.8959 -6.9924 0.311
H -1.5679 1.5424 -7.8201 0.338
C -6.2199 3.4280 -6.6522 -0.699
N -5.4299 2.2659 -7.1467 0.933
O -4.2504 2.4471 -7.3927 -0.536
O -6.0132 1.2090 -7.2609 -0.528
H -5.5665 4.2897 -6.5985 0.298
H -7.0323 3.5891 -7.3542 0.299
H -6.6021 3.1657 -5.6708 0.238
C 7.3182 -0.8082 -6.3954 -0.555
N 7.9942 -2.0557 -6.8488 0.890
O 9.1915 -2.0202 -7.0281 -0.508
O 7.2802 -3.0318 -6.9953 -0.537
H 8.0586 -0.0241 -6.2941 0.314
H 6.5724 -0.5465 -7.1393 0.335
H 6.8533 -1.0280 -5.4425 0.050
C -11.5405 4.3350 2.7709 -0.751
N -11.0486 3.6039 1.5708 0.849
O -10.1516 4.1125 0.9270 -0.490
O -11.5770 2.5385 1.3172 -0.503
H -10.9758 5.2546 2.8655 0.306
H -12.5972 4.5324 2.6197 0.294
H -11.3891 3.6882 3.6294 0.297
C -1.0851 6.2771 2.9317 -0.603
N -1.5881 7.5026 3.6111 0.909
O -2.6096 7.4026 4.2667 -0.528
O -0.9452 8.5195 3.4622 -0.556
H -1.7549 5.4553 3.1534 0.177
H -1.0608 6.4797 1.8656 0.290
H -0.0876 6.0797 3.3121 0.300
```

net charge = +1
spin multiplicity = 1
calculated total energy = -113393.392 eV
LUMO energy = -0.117 hartree
Kohn-Sham gap = 9.2 eV

=====

[3]
Density functional theory data (ωB97M-V/def2-TZVPD) for 6 unconnected molecules or ions with the total composition C28H73N5O10 in a non-equilibrium geometry.

```
116
Properties=species:S:1:pos:R:3:mulliken_charge:R:1
C 4.7794 -0.6569 -1.3551 -0.800
O 3.6393 -0.6899 -2.1976 -0.182
C 3.9465 -0.5444 -3.6145 -0.978
C 2.7498 -0.6596 -4.6129 0.583
C 2.0347 -2.0225 -4.5335 -1.093
N 3.1416 -0.6501 -5.9833 -0.754
H 5.6066 -1.3323 -1.5734 0.351
H 4.3910 -0.9664 -0.3848 0.085
H 5.1438 0.3441 -1.1241 0.323
H 4.4266 0.4274 -3.7296 0.394
H 4.7023 -1.2950 -3.8457 0.353
H 1.9845 0.1162 -4.5889 0.146
H 1.3653 -2.0620 -3.6742 -0.087
H 2.6875 -2.8838 -4.3910 0.349
H 1.3728 -2.2860 -5.3585 0.457
H 3.8295 0.0792 -6.1059 0.259
H 3.6796 -1.5010 -6.0640 0.319
C 0.9010 4.0535 3.4557 -0.467
O 1.3785 4.4071 2.1487 -0.385
C 1.0120 3.5381 1.0862 -0.437
C 1.7203 3.9692 -0.2036 0.988
C 1.4772 5.4267 -0.6386 -1.565
N 1.3270 3.1517 -1.3019 -0.508
H 1.1150 3.0049 3.6622 -0.009
H -0.1777 4.2018 3.5052 0.319
H 1.3707 4.5815 4.2856 0.304
H 1.4138 2.5418 1.2707 0.021
H -0.0474 3.3285 0.9385 0.405
H 2.7857 3.8720 0.0053 0.205
H 1.8018 6.1224 0.1352 0.367
H 0.4647 5.6661 -0.9636 0.313
H 2.0525 5.5796 -1.5517 0.410
H 2.0587 3.3389 -1.9724 0.337
H 1.4402 2.1772 -1.0614 0.089
C -1.1305 -3.7482 -2.4508 -0.840
O 0.2363 -3.8172 -2.1021 -0.227
C 0.5680 -4.0754 -0.7817 -0.914
C 2.0933 -3.8093 -0.6543 0.236
N 2.5720 -3.9787 0.7174 -0.198
C 3.7220 -3.1634 0.9851 0.055
C 4.6594 -3.5606 2.1844 -0.298
O 5.7992 -2.7202 2.1068 -0.315
C 6.7656 -3.0397 3.0971 -0.819
H -1.5668 -2.8627 -1.9887 0.298
H -1.6133 -4.6899 -2.1898 0.382
H -1.2085 -3.7132 -3.5375 0.218
H 0.2932 -5.1039 -0.5473 0.523
H 0.0487 -3.4073 -0.0945 0.373
H 2.3487 -2.8063 -0.9963 -0.269
H 2.4951 -4.5166 -1.3798 0.295
H 1.7804 -3.7896 1.3154 0.286
H 3.4559 -2.1065 0.9960 -0.290
H 4.3602 -3.2475 0.1054 0.411
H 4.9149 -4.6179 2.1133 0.356
H 4.2043 -3.4219 3.1651 -0.026
H 6.3856 -2.8657 4.1038 0.305
H 7.5611 -2.3073 2.9598 0.285
H 7.2606 -4.0026 2.9710 0.309
C -11.8066 5.5519 -2.9269 -0.675
O -10.8204 6.2268 -2.1812 -0.358
C -9.5791 5.6224 -2.0189 -0.335
C -8.6399 5.5882 -3.2909 -0.601
N -7.3624 4.8589 -3.0396 -0.278
C -7.5163 3.3975 -2.7998 -0.602
C -6.1438 2.7012 -2.7459 -0.554
O -5.5161 2.9744 -1.5112 -0.373
C -4.2941 2.1808 -1.2390 -0.827
H -11.4460 5.1466 -3.8724 0.262
H -12.7082 6.1036 -3.1931 0.272
H -12.1150 4.7177 -2.2967 0.281
H -9.6841 4.6105 -1.6277 0.319
H -9.1527 6.2374 -1.2264 0.229
H -8.3393 6.6060 -3.5393 0.294
H -9.0150 5.1422 -4.2120 0.399
H -6.6216 4.9857 -3.7143 0.222
H -8.1238 3.0725 -3.6444 0.385
H -8.0253 3.0564 -1.8983 0.249
H -5.5295 3.0499 -3.5761 0.289
H -6.1405 1.6114 -2.7284 0.414
H -4.7089 1.2592 -0.8307 0.352
H -3.6660 2.6822 -0.5027 0.298
H -3.6290 1.9905 -2.0814 0.319
C 1.3589 -0.5660 2.5160 -0.114
O 0.9843 -1.1982 3.7227 -0.432
C 1.2204 -0.4544 4.9337 -0.532
C 1.1619 -1.4778 6.0537 -0.743
N 2.1699 -2.4928 5.7606 -0.314
C 1.8760 -3.7920 6.3498 -0.677
C 2.5690 -4.8943 5.5905 -0.574
O 2.0226 -4.8698 4.2585 -0.248
C 2.4511 -6.0019 3.4862 -0.843
H 1.3398 -1.2531 1.6700 -0.592
H 2.3896 -0.2342 2.6415 0.446
H 0.7677 0.3288 2.3213 0.400
H 0.4846 0.3092 5.1856 0.381
H 2.1486 0.0995 4.7938 0.381
H 0.1688 -1.9258 6.0881 0.379
H 1.5420 -1.0058 6.9597 0.398
H 1.9724 -2.6259 4.7791 0.217
H 0.8077 -4.0083 6.3413 0.362
H 2.1724 -3.7485 7.3979 0.410
H 2.4767 -5.8878 6.0293 0.534
H 3.6413 -4.6993 5.5765 0.235
H 3.5387 -6.0479 3.4309 0.326
H 1.9807 -6.0111 2.5029 0.187
H 2.1852 -6.9890 3.8645 0.392
O -1.1469 1.4221 -0.4018 -0.495
C -0.9416 0.5462 -1.4875 -0.536
C 0.2481 -0.2457 -1.0485 0.645
O 1.4951 0.4754 -0.9953 -0.014
H -0.2967 1.7235 -0.0734 -0.120
H -1.7783 -0.1191 -1.7003 0.431
H -0.7871 1.1654 -2.3712 0.245
H 0.4256 -1.1062 -1.6936 -0.360
H 0.2384 -0.7209 -0.0676 -0.036
H 2.1163 -0.0742 -1.4786 0.033
```

spin multiplicity = 1
calculated total energy = -58136.818 eV
LUMO energy = 0.023 hartree
SMILES = COC[C@H](C)N.COC[C@H](C)N.COCCNCCOC.COCCNCCOC.COCCNCCOC.OCCO
Kohn-Sham gap = 8.9 eV
ΔE to the lowest compared entry with this formula, charge and spin = 167.1 kJ/mol